{"formula": "C43H45N13O4S4Y", "method": "ωB97M-V with the def2-TZVPD basis set", "species": ["Y", "C", "C", "C", "O", "C", "O", "O", "H", "H", "H", "H", "H", "H", "H", "O", "N", "C", "C", "C", "C", "C", "S", "H", "H", "H", "H", "C", "N", "C", "C", "N", "C", "S", "C", "C", "C", "C", "C", "N", "H", "H", "H", "H", "H", "H", "H", "H", "H", "C", "C", "N", "C", "C", "N", "C", "N", "N", "N", "C", "C", "C", "C", "C", "C", "H", "H", "H", "H", "H", "H", "H", "H", "H", "H", "H", "C", "C", "N", "C", "C", "C", "C", "C", "C", "C", "C", "N", "C", "N", "H", "H", "H", "H", "H", "H", "H", "H", "H", "S", "C", "N", "C", "C", "S", "H", "H", "H", "H", "H"], "xyz": [[1.58528, 0.02460, 0.96080], [5.53775, -1.69769, -0.04488], [4.43443, -0.92414, -0.76481], [4.67591, -0.99376, -2.26205], [3.16727, -1.54974, -0.32876], [4.46950, 0.56327, -0.25296], [5.50007, 1.20549, -0.46800], [3.53891, 0.84438, 0.55285], [5.58206, -2.71132, -0.41010], [5.42501, -1.67051, 1.00855], [6.46614, -1.21114, -0.38409], [4.84719, -2.01671, -2.59739], [5.57364, -0.35148, -2.30386], [3.76811, -0.61298, -2.79749], [2.65908, -1.60295, -1.15194], [0.86774, 0.62605, 3.14327], [0.21564, 1.68111, 3.53763], [0.00209, 1.80101, 4.86088], [-0.70159, 2.86364, 5.34100], [-1.10156, 3.86421, 4.47778], [-0.96739, 3.67075, 3.14305], [-0.22021, 2.59996, 2.63678], [0.09287, 2.46274, 0.98567], [0.27106, 0.94328, 5.47573], [-0.92495, 2.95843, 6.40265], [-1.67866, 4.72700, 4.82725], [-1.36759, 4.36285, 2.41774], [0.17693, -5.15560, 1.47904], [1.50587, -4.64262, 1.71347], [2.63768, -5.44143, 1.72683], [3.63436, -4.66699, 2.15696], [3.14825, -3.37540, 2.43897], [1.78900, -3.41103, 2.17717], [0.63599, -2.18601, 2.48842], [3.86071, -2.31501, 3.10842], [4.83534, -2.62712, 4.03423], [5.42475, -1.57581, 4.71598], [5.12300, -0.28312, 4.34670], [4.13896, -0.08819, 3.38989], [3.48271, -1.10835, 2.80709], [0.29701, -6.13606, 0.94590], [-0.26269, -4.42859, 0.78710], [-0.39485, -5.22103, 2.40831], [2.70838, -6.51146, 1.47337], [4.67625, -4.90664, 2.17343], [4.95813, -3.63144, 4.35470], [6.07792, -1.85711, 5.50179], [5.55787, 0.57976, 4.80561], [3.83338, 0.88257, 3.04491], [2.68820, 3.12693, -1.23422], [2.17232, 2.01151, -2.09178], [1.76232, 0.83043, -1.65363], [1.25095, 0.17600, -2.78930], [1.43417, 0.97658, -3.88200], [2.06194, 2.12992, -3.43497], [2.19987, 3.33641, -4.20914], [0.88066, 3.76772, -4.63740], [0.68894, 4.16050, -5.90921], [-0.55075, 4.47783, -6.08177], [-1.23940, 4.22401, -4.89019], [-2.57949, 4.34633, -4.51602], [-2.94947, 4.01562, -3.22384], [-2.01204, 3.55309, -2.29423], [-0.67168, 3.49342, -2.63579], [-0.30277, 3.75446, -3.93654], [2.63154, 2.87187, -0.18433], [2.07254, 4.06291, -1.37034], [3.76516, 3.37133, -1.45517], [0.74663, -0.77017, -2.73563], [1.21083, 0.87232, -4.95180], [2.81502, 3.13930, -5.07445], [2.66899, 4.02727, -3.53252], [-3.32495, 4.77748, -5.12287], [-3.95992, 4.08886, -2.92110], [-2.25566, 3.17737, -1.29386], [0.04129, 3.20515, -1.88085], [-0.74728, -3.00333, -1.79874], [0.19855, -2.42937, -1.01629], [0.01284, -1.24027, -0.47666], [-1.07992, -0.53960, -0.77799], [-2.14761, -1.01913, -1.55480], [-1.96860, -2.34738, -2.05411], [-3.24108, -0.11877, -1.65316], [-4.58600, -0.33844, -2.04193], [-5.42478, -1.46907, -2.02245], [-6.84713, -1.34260, -2.07233], [-7.64038, -2.48779, -2.15219], [-7.07689, -3.71562, -2.20149], [-5.76128, -3.75310, -2.02034], [-4.92713, -2.73220, -1.90371], [-0.55132, -4.00014, -2.23412], [1.08148, -3.07297, -0.84758], [-1.16583, 0.48798, -0.36079], [-2.75657, -2.84506, -2.65611], [-3.02739, 0.89845, -1.37345], [-5.16086, 0.59984, -2.24554], [-7.28759, -0.35798, -2.23869], [-8.70669, -2.40768, -2.14984], [-5.27892, -4.73614, -1.94285], [-2.41199, -0.71006, 3.22837], [-3.86057, -0.02915, 2.80715], [-4.33032, 1.14868, 3.31429], [-5.61202, 1.66697, 2.87056], [-6.26661, 0.51484, 2.10636], [-5.02044, -0.69119, 1.71728], [-3.71258, 1.74952, 3.86665], [-5.48399, 2.53059, 2.16889], [-6.20471, 1.93494, 3.73665], [-6.71877, 0.88097, 1.19500], [-7.09558, 0.02015, 2.64335]], "atomic_forces_ev_per_a": [[-0.5, -0.5, 0.1], [0.6, 0.9, -1.6], [-0.4, -0.4, 0.8], [-0.9, 0.5, 0.5], [0.1, 0.5, -0.9], [2.2, -1.3, 0.1], [-1.2, -0.1, -0.3], [-0.6, 1.0, 0.8], [-0.2, -0.5, 0.0], [0.0, 0.1, 1.0], [-0.1, -0.2, 0.6], [0.3, 0.0, 0.0], [-0.5, -0.3, -1.0], [1.1, 0.1, 0.2], [-0.3, -0.2, 0.2], [0.8, -0.6, -1.0], [0.2, 0.4, -0.1], [-0.8, -0.4, 0.4], [0.4, 0.3, 1.2], [-1.4, 0.6, 0.1], [0.5, 0.3, -0.6], [-0.5, 0.0, 0.6], [0.5, -0.6, -0.8], [0.2, 0.3, -0.4], [0.2, -0.2, -0.2], [0.3, -0.3, 0.0], [0.1, 0.1, 0.0], [-0.1, -0.1, -1.2], [0.5, -0.8, 0.6], [0.3, -0.3, 0.1], [0.9, 0.8, 0.2], [-0.5, -1.1, -0.3], [-0.2, 1.2, 0.3], [0.4, -1.1, -0.1], [-0.7, -1.4, -0.6], [-0.5, 0.6, 0.4], [-0.3, -0.7, -0.8], [-0.6, 0.4, -0.2], [-0.1, -0.8, 0.0], [0.2, 1.6, -0.5], [-0.3, 0.9, 0.7], [-0.5, -0.3, 0.3], [0.1, -0.1, -0.2], [-0.5, 1.0, 0.0], [0.3, 0.1, 0.2], [0.3, -0.7, 0.0], [0.7, 0.3, 0.6], [0.3, 0.2, 0.2], [0.1, 0.3, 0.1], [0.5, 1.1, -0.4], [0.7, 0.2, 1.0], [-0.8, 0.2, -0.8], [0.4, 1.1, -0.3], [0.1, -0.4, -0.4], [-0.7, -1.0, 0.2], [-0.6, -0.6, 0.4], [0.3, -0.2, 0.3], [-1.0, 0.5, 0.0], [0.2, -0.5, 0.4], [0.9, -0.3, 0.2], [0.3, 0.2, 0.9], [0.9, -0.4, -0.3], [0.8, -0.2, 0.1], [-0.1, -0.6, 0.9], [-0.3, 1.0, -1.4], [0.0, -0.1, 0.0], [0.6, -0.9, 0.0], [-1.0, -0.3, 0.1], [0.1, -0.2, 0.0], [0.0, -0.1, 0.8], [0.0, 0.2, -0.3], [0.2, 0.7, -0.1], [-0.5, 0.3, -1.0], [-0.9, 0.1, 0.1], [-0.2, 0.5, -0.4], [0.0, -0.1, 0.1], [-2.3, -0.5, -1.5], [1.2, -2.0, -0.1], [0.2, 2.3, 0.8], [0.7, 0.1, 0.5], [-0.4, 0.0, 0.4], [0.3, -0.7, -0.7], [-1.2, -1.2, -0.9], [0.2, 1.6, 0.2], [-0.4, -0.8, -0.1], [-0.5, -0.3, -0.8], [2.2, 0.8, 0.1], [-0.6, -0.3, 0.5], [0.2, 0.4, 0.1], [0.1, -0.1, 0.1], [-0.2, 0.6, 0.3], [-0.1, 1.0, 0.5], [0.2, -0.9, -0.2], [0.7, 0.6, 0.6], [0.2, 0.3, 0.0], [0.5, -0.7, 0.4], [0.0, -0.2, 0.4], [-0.5, -0.1, -0.2], [-0.4, 0.2, -0.2], [-0.2, 0.1, -0.3], [0.0, 1.0, 0.9], [0.6, 0.2, 0.2], [0.4, -0.1, -0.8], [-1.3, 0.1, 0.1], [0.5, -0.8, -0.5], [-0.2, -0.7, -0.3], [0.0, -0.5, 0.7], [-0.2, 0.3, 0.0], [0.0, 0.1, -0.3], [0.5, 0.3, 0.1]], "multiplicity": 2, "s2": 0.786, "homo_energy_ev": [-4.351, -6.694], "gap_ev": [4.41, 6.75], "mol_weight_g_mol": 1025.09, "energy_ha": -4309.55509}